Record 1
11
Properties=species:S:1:pos:R:3:forces:R:3:lowdin_charge:R:1 method="wB97M-V/def2-TZVPD" charge=0 homo_lumo_gap_ev=10.9 energy_ev=-7764.778 relative_energy_kj_mol=168.7 homo_energy_ev=-10.066 smiles="C#CCNC=O" lumo_energy_ev=0.84
O 1.979 0.167 -0.849 -0.097 0.216 0.280 0.03
C 1.549 0.867 0.042 0.077 -0.101 -0.076 -0.36
N 0.533 0.503 0.876 0.006 0.104 -0.118 0.01
C -0.223 -0.707 0.599 -0.032 -0.119 0.020 -0.21
C -1.158 -0.571 -0.531 -0.342 0.030 -0.369 -0.12
C -1.914 -0.464 -1.461 0.292 -0.051 0.372 0.11
H 1.964 1.864 0.282 -0.049 -0.127 -0.041 0.13
H 0.118 1.212 1.460 0.064 -0.081 -0.091 0.13
H 0.493 -1.502 0.374 -0.115 0.092 0.017 0.12
H -0.767 -0.991 1.506 0.073 0.040 -0.167 0.12
H -2.574 -0.379 -2.297 0.123 -0.003 0.172 0.03

---

Record 2
12
Properties=species:S:1:pos:R:3:forces:R:3:lowdin_charge:R:1 method="wB97M-V/def2-TZVPD" charge=0 homo_lumo_gap_ev=7.5 energy_ev=-18596.966 relative_energy_kj_mol=477.9 homo_energy_ev=-8.888 lumo_energy_ev=-1.39
C -0.205 0.145 -0.917 -2.045 2.369 -4.709 -0.24
C 0.532 -0.086 0.337 0.465 -0.865 0.700 -0.10
C 0.070 -0.308 1.613 -1.169 0.685 1.191 -0.08
C -1.422 -0.505 1.828 -3.791 -1.277 -5.045 -0.14
H 2.043 0.688 -3.713 -0.438 0.144 1.408 -0.12
H -1.372 0.114 -1.152 2.612 -0.157 1.698 0.14
H 1.615 -0.136 0.140 -0.391 0.517 0.506 0.07
H 0.615 -0.216 2.641 -0.277 -0.375 -2.497 0.13
H -2.076 -0.064 2.913 2.082 -1.615 -3.411 0.19
N 0.262 0.671 -2.102 0.503 -2.459 3.521 -0.36
O -2.061 -1.022 0.724 2.942 2.934 7.481 -0.13
S 1.998 0.718 -2.313 -0.492 0.099 -0.843 0.65

---

Record 3
44
Properties=species:S:1:pos:R:3:forces:R:3:lowdin_charge:R:1 method="wB97M-V/def2-TZVPD" charge=0 homo_lumo_gap_ev=6.7 energy_ev=-149011.584 relative_energy_kj_mol=1.0 homo_energy_ev=-6.951 lumo_energy_ev=-0.26
Cu 0.217 0.452 -0.984 -0.141 -0.059 -0.056 0.21
Br -6.455 -2.523 -2.546 0.059 0.045 -0.022 0.69
C -4.788 -1.608 -2.465 -0.143 -0.089 0.038 -0.71
C -4.265 -1.009 -3.622 0.068 0.029 0.019 -0.13
C -3.073 -0.344 -3.565 -0.061 -0.017 -0.069 -0.01
C -2.296 -0.242 -2.367 0.024 0.012 0.087 -0.36
O -1.201 0.409 -2.401 0.005 -0.009 0.035 -0.12
C -2.858 -0.876 -1.203 -0.007 0.023 -0.089 -0.13
C -2.273 -0.813 0.102 -0.011 -0.032 0.099 -0.06
N -1.078 -0.427 0.381 0.070 0.121 -0.142 0.04
C -0.671 -0.283 1.709 0.006 0.001 0.073 -0.21
C -0.922 -1.181 2.713 -0.022 -0.032 -0.016 -0.01
C -0.459 -0.945 4.026 0.014 0.012 0.036 -0.07
C 0.252 0.178 4.331 0.001 -0.003 -0.005 -0.04
C 0.545 1.123 3.317 -0.033 -0.022 -0.084 -0.15
C 1.276 2.310 3.549 -0.004 -0.013 0.027 -0.01
C 1.516 3.167 2.516 0.037 0.045 0.025 -0.05
C 1.039 2.835 1.231 -0.024 -0.064 0.037 -0.13
N 0.361 1.745 0.975 0.000 0.082 -0.010 0.08
C 0.097 0.889 2.000 0.001 -0.001 0.031 -0.15
C -4.110 -1.526 -1.287 0.045 0.019 0.011 -0.11
H -4.813 -1.070 -4.553 -0.004 -0.002 0.000 0.10
H -2.667 0.132 -4.448 0.012 0.003 0.009 0.11
H -2.936 -1.088 0.931 -0.012 -0.018 -0.024 0.13
H -1.468 -2.089 2.490 0.005 0.001 0.005 0.11
H -0.673 -1.674 4.797 -0.004 -0.003 -0.006 0.11
H 0.604 0.358 5.339 0.000 0.004 -0.003 0.11
H 1.635 2.523 4.549 0.003 0.009 -0.006 0.12
H 2.066 4.086 2.664 -0.004 -0.002 -0.015 0.10
H 1.233 3.492 0.389 0.000 0.011 0.004 0.12
H -4.527 -1.972 -0.391 0.004 0.000 -0.001 0.10
C 2.710 -1.713 -0.674 0.011 0.052 -0.028 -0.27
P 2.313 -0.046 -1.314 0.163 -0.095 0.014 0.76
C 2.967 -0.144 -3.017 -0.070 0.026 0.064 -0.27
C 3.594 0.968 -0.490 -0.088 -0.023 -0.018 -0.27
H 3.764 -1.962 -0.819 -0.002 -0.013 0.004 0.04
H 2.090 -2.447 -1.190 0.009 -0.011 0.004 0.04
H 2.469 -1.758 0.388 0.008 0.001 -0.001 0.04
H 3.998 -0.504 -3.031 0.004 -0.004 -0.009 0.04
H 2.920 0.843 -3.477 0.003 -0.011 -0.020 0.04
H 2.336 -0.816 -3.598 0.015 0.003 -0.023 0.04
H 4.592 0.562 -0.660 0.012 0.010 0.007 0.04
H 3.391 0.999 0.581 0.022 0.009 0.002 0.03
H 3.549 1.988 -0.875 0.027 0.006 0.014 0.04

---

Record 4
16
Properties=species:S:1:pos:R:3:forces:R:3:lowdin_charge:R:1 method="wB97M-V/def2-TZVPD" charge=0 homo_lumo_gap_ev=8.8 energy_ev=-9877.901 relative_energy_kj_mol=208.3 homo_energy_ev=-7.956 smiles="C=C(N)OCCO" lumo_energy_ev=0.86
N -1.231 1.182 -1.708 0.055 -0.011 0.017 0.13
C -0.760 0.914 -0.438 0.035 0.194 0.060 -0.50
O -1.202 -0.300 -0.015 0.007 0.138 -0.092 -0.04
C -0.048 1.757 0.322 -0.030 0.056 0.040 0.02
C -0.446 -0.938 1.002 0.038 -0.163 0.199 -0.18
C 0.995 -1.256 0.603 -0.051 0.133 0.325 -0.25
O 1.007 -1.659 -0.750 0.284 -0.136 -0.155 -0.05
H -1.304 0.405 -2.348 0.140 0.003 0.150 0.10
H -0.916 2.050 -2.112 -0.038 -0.156 0.039 0.10
H 0.399 2.652 -0.088 -0.214 0.016 -0.016 0.05
H 0.015 1.600 1.390 0.243 -0.036 -0.140 0.05
H -0.429 -0.347 1.928 -0.089 -0.136 -0.130 0.12
H -0.994 -1.860 1.204 0.044 0.071 -0.084 0.13
H 1.643 -0.385 0.761 -0.159 -0.113 -0.098 0.11
H 1.342 -2.065 1.267 -0.055 0.148 -0.082 0.12
H 1.930 -1.751 -1.017 -0.211 -0.009 -0.033 0.09

---

Record 5
13
Properties=species:S:1:pos:R:3:forces:R:3:mulliken_spin:R:1 method="wB97M-V/def2-TZVPD" charge=+1 homo_lumo_gap_ev="7.2 / 10.3" energy_ev=-15789.274 spin_multiplicity=2 relative_energy_kj_mol=55.0 homo_energy_ev="-11.775 / -14.898" lumo_energy_ev="-4.53 / -4.59"
H 3.848 -3.600 1.107 -0.373 0.276 -0.039 0.01
C 3.166 -2.773 1.282 0.113 0.122 0.191 0.84
C 2.082 -2.575 2.292 0.334 -0.568 0.293 -0.05
O 1.312 -1.510 1.720 0.990 0.982 -0.335 0.01
C 1.975 -0.978 0.687 -1.466 -0.873 -1.567 0.01
O 1.288 -0.304 -0.176 1.852 1.842 0.686 0.00
O 2.979 -1.850 0.276 -0.317 0.759 0.327 0.07
H 2.457 -2.267 3.281 -0.159 -0.065 -0.208 0.05
H 1.431 -3.451 2.419 0.068 0.261 -0.028 0.04
H 2.014 0.789 -0.043 -0.588 -3.330 0.397 0.00
Na 5.308 0.305 0.646 -0.395 0.005 -0.009 0.01
O 3.061 0.566 0.966 -0.270 0.476 -0.138 0.01
H 2.588 1.068 1.639 0.211 0.113 0.430 0.00